(1)
DFT (wB97M-V/def2-TZVPD) results for a cluster of 13 separate species, H26O13 in total.

Last column: natural (NBO) charge in e.
Element x y z (Å)
O 1.55754 -6.76503 -7.21672  -0.94
H 1.05232 -7.41707 -6.73111  0.47
H 2.37149 -6.67441 -6.72125  0.47
O -1.50371 -4.15129 -6.82823  -0.94
H -1.98031 -4.94586 -6.58792  0.47
H -0.72409 -4.46783 -7.28454  0.47
O -0.64139 -2.82860 -11.92664  -0.94
H -0.00359 -3.53042 -12.05656  0.47
H -1.13231 -3.09154 -11.14812  0.47
O -3.08851 -8.15456 -6.51723  -0.95
H -3.90155 -8.51305 -6.16131  0.47
H -2.52247 -8.91702 -6.63755  0.48
O -0.19797 -8.93346 -13.38290  -0.94
H -0.96332 -8.90790 -13.95718  0.47
H -0.38467 -8.28380 -12.70516  0.48
O -5.53943 -4.52759 -6.51152  -0.94
H -5.06053 -4.94754 -5.79701  0.46
H -5.60977 -5.20508 -7.18405  0.47
O -3.36431 -11.61704 -10.71650  -0.95
H -2.68481 -11.20352 -10.18404  0.47
H -2.88207 -12.11539 -11.37630  0.47
O -6.50684 -4.33862 -12.51167  -0.94
H -6.22552 -4.81473 -13.29295  0.47
H -7.23423 -3.79355 -12.81174  0.47
O -5.77500 -9.76584 -13.50726  -0.94
H -5.45562 -10.05683 -12.65312  0.48
H -6.58810 -9.29950 -13.31328  0.46
O 2.51319 -5.66309 -11.06426  -0.94
H 2.23537 -6.13664 -10.28017  0.47
H 3.41625 -5.94599 -11.20810  0.47
O -2.18614 -6.76471 -10.17864  -0.94
H -2.02682 -7.16376 -9.32330  0.47
H -3.13951 -6.75048 -10.26299  0.47
O -6.94243 -6.82601 -9.31927  -0.95
H -7.73898 -7.27798 -9.59757  0.47
H -6.74707 -6.22127 -10.03506  0.48
O -0.30094 -10.90199 -7.73808  -0.95
H -0.41092 -11.68075 -7.19250  0.47
H 0.64709 -10.78900 -7.80676  0.47

The highest occupied orbital energy comes out at -10.88 eV. The calculation puts the largest force on an atom at 0.407 eV/A. As for the calculated total energy: -993.66486 Eh. The value obtained for the LUMO energy is -0.29 eV. The gap between HOMO and LUMO is 10.59 eV. As for the charge: 0.

***

(2)
DFT (wB97M-V/def2-TZVPD) results for a cluster of 2 separate species, CH7NS2 in total in a non-equilibrium geometry.

Last column: natural (NBO) charge in e.
Element x y z (Å)
S 1.68724 0.27897 -3.12720  -0.10
S -0.14669 0.14800 -3.81978  -0.13
H 1.79407 0.09319 -1.87443  0.11
H -0.93059 1.25224 -3.67158  0.12
C -0.28639 -0.74314 2.18697  -0.42
N -0.13684 0.37685 1.13019  -0.85
H -1.33813 -0.73897 2.59918  0.18
H 0.47187 -0.48992 2.93811  0.20
H 0.02603 -1.63703 1.65834  0.20
H -0.94029 0.16670 0.49821  0.35
H -0.20028 1.29310 1.48198  0.35

The highest occupied orbital energy comes out at -9.25 eV. The calculation puts the largest force on an atom at 3.666 eV/A. As for the calculated total energy: -893.37215 Eh. The value obtained for the LUMO energy is 0.47 eV. The gap between HOMO and LUMO is 9.72 eV. As for the charge: 0.

***

(3)
DFT (wB97M-V/def2-TZVPD) results for a structure of composition CH2BrF2NO2S in a non-equilibrium geometry.

Last column: natural (NBO) charge in e.
Element x y z (Å)
C 3.14130 -0.11488 -0.70741  0.94
N -0.64423 -0.85011 -1.59335  -0.96
O -0.60941 -1.40218 0.89966  -0.74
O 1.93196 -0.58811 -0.70616  -0.88
F 3.28120 1.17241 -1.05016  -0.34
F 3.95586 -0.79765 -1.54741  -0.36
S 0.00901 -1.79056 -0.35111  1.69
Br 4.14304 -0.27931 1.07465  -0.20
H -0.97879 0.07060 -1.51566  0.42
H 0.09141 -0.75372 -2.23658  0.42

The highest occupied orbital energy comes out at -9.54 eV. The calculation puts the largest force on an atom at 3.518 eV/A. As for the calculated total energy: -3416.39938 Eh. The value obtained for the LUMO energy is -2.87 eV. The gap between HOMO and LUMO is 6.66 eV. As for the charge: 0.

***

(4)
DFT (wB97M-V/def2-TZVPD) results for a cluster of 2 separate species, C11H18 in total in a non-equilibrium geometry.

Last column: natural (NBO) charge in e.
Element x y z (Å)
C 2.06226 1.83817 0.43781  -0.65
C -1.69656 1.44277 -0.12279  -0.20
C -0.33950 1.68947 -0.33580  -0.22
C -2.11086 1.07838 1.15849  -0.23
C 0.61602 1.68953 0.72908  -0.03
C -1.19925 1.02829 2.23337  -0.19
C 0.17121 1.35250 2.04688  -0.22
H -2.33774 1.52208 -0.96029  0.22
H 0.17823 1.97361 -1.31507  0.22
H -3.04886 0.56171 1.38813  0.22
H -1.52319 0.79772 3.26594  0.21
H 2.50966 0.86370 0.22240  0.23
H 2.81712 2.15765 1.25324  0.23
H 0.69035 1.28001 2.92950  0.21
H 2.39777 2.51141 -0.46870  0.22
C 0.42001 -2.54990 -1.35663  -0.23
C 1.25311 -2.02361 -0.08146  -0.60
C -1.09670 -2.26038 -1.07583  -0.62
C 0.89926 -1.75350 -2.57047  -0.63
H 0.83165 -3.53649 -1.35732  0.21
H 1.35241 -2.85026 0.64106  0.20
H 0.93327 -1.12240 0.25610  0.20
H -1.53650 -1.32625 -1.50305  0.22
H -1.55727 -3.11633 -1.48378  0.21
H -1.40674 -2.36526 0.04850  0.21
H 2.04705 -1.70096 -2.66690  0.21
H 0.74882 -2.36837 -3.53551  0.21
H 0.68341 -0.69504 -2.79373  0.22
H 2.34664 -1.77678 -0.29642  0.19

The highest occupied orbital energy comes out at -8.91 eV. The calculation puts the largest force on an atom at 5.092 eV/A. As for the calculated total energy: -429.85282 Eh. The value obtained for the LUMO energy is 1.01 eV. The gap between HOMO and LUMO is 9.91 eV. As for the charge: 0.